1.
The following is a DFT calculation (the ωB97M-V functional and the def2-TZVPD basis) of a cluster of 2 separate species, C5H16ClN2Si in total at a distorted geometry.

The HOMO energy is -12.651 eV. The total charge is +1. Its HOMO-LUMO gap is 8.828 eV. The calculation puts the energy above the lowest of the compared OMol25 structures with the same formula, charge and spin at 152.2 kJ/mol. The calculation puts the LUMO energy at -3.823 eV.

Element x y z (Å)
H -1.511 0.546 1.862
Cl 3.403 0.027 -0.069
Si 1.893 1.243 -0.512
C 0.351 0.604 0.341
C 0.393 -1.891 -1.325
H 2.309 2.664 0.092
H 1.818 -2.371 0.868
H -0.020 -2.827 -1.469
H -1.002 0.475 -1.001
H -1.008 2.901 0.695
N -0.997 1.025 -0.081
H -0.535 2.763 -0.998
H 0.595 0.410 1.433
C 0.691 -2.155 1.001
C -1.819 0.258 0.891
H 0.322 -2.035 2.062
C -1.256 2.480 -0.294
H -2.905 0.674 0.818
H -1.840 -0.885 0.749
H -0.006 -1.158 -1.987
N 0.058 -1.393 0.031
H 1.381 -1.904 -1.623
H 1.507 1.196 -1.892
H 0.415 -3.149 0.919
H -2.239 2.504 -0.510

=====

2.
The following is a DFT calculation (the ωB97M-V functional and the def2-TZVPD basis) of a structure of composition C5H16F6MnN7O9S2 at a distorted geometry.

Its multiplicity is 6. The HOMO energy (alpha / beta) is -12.010 / -13.048 eV. The total charge is +1. Its HOMO-LUMO gap (alpha / beta) is 9.372 / 10.397 eV. As for the expectation value of S²: 8.75. The calculation puts the energy above the lowest of the compared OMol25 structures with the same formula, charge and spin at 0.0 kJ/mol. The calculation puts the LUMO energy (alpha / beta) at -2.638 / -2.651 eV.

Element x y z (Å)
H 0.731 -1.530 2.707
O -0.588 1.457 0.835
H -4.145 -1.409 -0.726
F 3.859 -1.145 -2.804
S 2.831 -1.187 0.738
H -0.413 -0.731 3.362
O 1.333 1.432 -1.931
C 3.481 0.017 2.023
H -0.824 -3.488 -0.419
N 0.320 2.577 2.588
F 1.765 -1.696 -2.764
N -4.443 -1.341 0.232
N -0.876 -0.242 -3.948
O -2.387 -0.531 0.783
H -2.587 1.500 -1.856
H 0.849 3.074 -0.560
C -3.574 -0.724 1.080
H 0.726 3.423 2.947
F 2.528 0.255 2.910
H -2.355 1.734 -3.562
F 3.930 1.133 1.519
O -0.584 -2.833 0.246
O 2.046 -2.168 1.457
H -5.418 -1.252 0.461
H -3.350 -0.100 2.966
C 0.099 2.406 1.255
H -0.447 -1.141 -4.059
C -1.256 0.216 -2.719
O -0.084 -1.037 2.511
H -1.335 0.174 -4.736
H 1.125 4.090 0.774
F 2.430 0.000 -3.947
C 2.635 -0.672 -2.832
O -0.894 -0.329 -1.675
N 1.656 -0.328 -0.180
Mn -0.306 -0.667 0.301
O 3.927 -1.672 -0.038
F 4.493 -0.625 2.589
H -4.885 -0.885 2.645
N 0.880 3.169 0.444
N -2.159 1.226 -2.721
H -0.406 -3.335 1.051
O 3.618 1.098 -1.113
S 2.323 0.523 -1.372
H -0.233 2.020 3.211
N -4.036 -0.456 2.328

=====

3.
The following is a DFT calculation (the ωB97M-V functional and the def2-TZVPD basis) of a cluster of 2 separate species, C5H16N2O in total at a distorted geometry.

Its multiplicity is 2. The HOMO energy (alpha / beta) is 1.260 / -5.352 eV. The total charge is -1. Its HOMO-LUMO gap (alpha / beta) is 2.683 / 9.174 eV. As for the expectation value of S²: 0.75. The calculation puts the energy above the lowest of the compared OMol25 structures with the same formula, charge and spin at 54.1 kJ/mol. The calculation puts the LUMO energy (alpha / beta) at 3.943 / 3.822 eV.

Element x y z (Å)
H -0.728 0.702 -2.368
H 0.550 -3.312 0.990
H 2.257 -0.204 2.033
C 0.015 0.941 -0.396
N -1.040 1.935 -0.117
H 2.319 -0.952 0.483
H -0.546 2.776 0.146
H 1.305 -0.867 -1.346
C 1.976 -0.039 0.989
O 0.368 -3.732 0.131
C -0.491 0.044 -1.530
H -1.901 1.951 1.779
H 2.552 0.787 0.563
H -1.493 -0.364 -1.330
H 0.190 -2.956 -0.431
N 0.385 -1.144 -1.696
H -3.023 2.065 0.378
H -2.454 0.536 0.839
C -2.128 1.565 0.777
H 0.023 -0.790 1.003
H 0.821 1.504 -0.852
H 0.048 0.762 1.726
H 0.525 -1.414 -2.664
C 0.469 0.205 0.890

=====

4.
The following is a DFT calculation (the ωB97M-V functional and the def2-TZVPD basis) of a cluster of 2 separate species, C5H16N2O in total at a distorted geometry.

The SMILES is CCC[C@@H](N)CN.O. The HOMO energy is -8.978 eV. The total charge is 0. Its HOMO-LUMO gap is 10.039 eV. The calculation puts the energy above the lowest of the compared OMol25 structures with the same formula, charge and spin at 107.8 kJ/mol. The calculation puts the LUMO energy at 1.060 eV.

Element x y z (Å)
H 1.094 -0.984 -2.501
C 0.104 -0.781 -0.689
H 0.946 1.245 -0.735
O 1.858 0.676 2.660
H -0.764 -1.260 -0.215
N 1.132 -1.757 1.370
H 1.311 0.743 1.867
H 1.663 -2.161 -0.714
H -0.519 -0.808 -2.768
H 0.398 -2.459 1.339
H -3.301 1.993 -0.115
H 1.979 -2.252 1.633
H 2.211 -0.671 -0.074
C -2.295 1.678 0.167
C -0.027 0.795 -0.466
N 0.176 -1.087 -2.096
H 1.367 0.500 3.453
C -1.395 1.307 -0.990
H -0.065 1.025 0.616
H -1.791 0.374 -1.439
H -2.429 0.739 0.751
C 1.357 -1.356 -0.049
H -1.242 2.073 -1.779
H -1.769 2.428 0.772

=====

5.
The following is a DFT calculation (the ωB97M-V functional and the def2-TZVPD basis) of a cluster of 2 separate species, C5H16N2O in total at a distorted geometry.

The SMILES is CCCCNCN.O. The HOMO energy is -8.839 eV. The total charge is 0. Its HOMO-LUMO gap is 9.646 eV. The calculation puts the energy above the lowest of the compared OMol25 structures with the same formula, charge and spin at 136.6 kJ/mol. The calculation puts the LUMO energy at 0.807 eV.

Element x y z (Å)
N -0.337 0.227 1.321
H 0.722 -0.240 3.034
H -0.343 0.915 0.574
H -1.567 -2.682 0.063
H 0.747 -1.369 0.476
H -2.280 -1.125 0.256
H 0.605 2.763 -2.265
H -0.298 0.012 -2.901
H 0.244 1.422 2.855
C -1.393 -1.622 -0.096
H -0.620 -1.991 -2.128
N 1.973 0.937 1.802
H 0.440 2.532 -0.694
H 2.040 0.965 0.795
C -0.277 -1.133 0.803
C -0.400 0.094 -1.837
H 2.714 0.368 2.173
H -2.072 -1.271 -2.154
H -0.246 -1.776 1.692
C -1.159 -1.221 -1.555
H -0.851 1.009 -1.490
O 1.046 2.694 -1.418
H 0.656 -0.076 -1.616
C 0.655 0.567 2.312

=====

6.
The following is a DFT calculation (the ωB97M-V functional and the def2-TZVPD basis) of a cluster of 2 separate species, C5H16N2O in total at a distorted geometry.

The HOMO energy is -17.652 eV. The total charge is +2. Its HOMO-LUMO gap is 11.254 eV. The calculation puts the energy above the lowest of the compared OMol25 structures with the same formula, charge and spin at 43.1 kJ/mol. The calculation puts the LUMO energy at -6.399 eV.

Element x y z (Å)
H -1.351 0.752 -1.943
H -0.254 0.604 3.353
H -0.439 2.224 2.725
C -0.051 -0.082 -0.492
H 0.497 -0.975 -0.197
N -1.026 -1.266 -2.461
H 2.642 1.825 0.551
N 2.247 1.839 1.490
C -0.819 -0.093 -1.557
H -2.045 -4.961 -1.912
H 2.018 2.820 1.681
C 0.121 1.186 0.308
H -2.119 -4.502 -3.386
H 0.439 2.034 -0.319
H -1.453 -0.983 -3.344
C 0.293 1.434 2.914
H 0.978 1.749 3.696
H -0.111 -1.694 -2.631
O -1.983 -4.190 -2.487
H -0.873 1.601 0.507
H 2.876 1.521 2.225
H -1.726 -1.878 -2.024
H 1.200 -0.005 1.722
C 0.940 1.039 1.580

=====

7.
The following is a DFT calculation (the ωB97M-V functional and the def2-TZVPD basis) of a cluster of 2 separate species, C5H16N2O in total at a distorted geometry.

The HOMO energy is -18.146 eV. The total charge is +2. Its HOMO-LUMO gap is 11.436 eV. The calculation puts the energy above the lowest of the compared OMol25 structures with the same formula, charge and spin at 188.1 kJ/mol. The calculation puts the LUMO energy at -6.710 eV.

Element x y z (Å)
H -1.030 -1.395 -2.164
O -0.451 2.623 -0.453
C -0.062 -0.177 1.615
C 0.884 0.200 -1.638
H -1.521 -1.233 0.525
N -0.258 -1.924 -1.696
H -1.439 2.329 -0.650
H 1.262 -1.319 -0.263
H 0.390 1.659 1.105
H -1.124 1.603 1.994
H -0.537 3.579 -0.697
H 0.886 -0.944 3.458
H 0.767 -2.195 2.010
H 0.314 -2.090 -2.522
H 0.099 0.724 -2.186
C 0.401 -0.853 -0.717
H -0.432 -2.839 -1.250
N -0.149 1.197 1.862
H -1.167 0.459 -0.041
H 0.204 1.389 2.765
H 1.567 0.960 -1.245
C -0.703 -0.431 0.275
C 0.566 -1.091 2.387
H 1.534 -0.233 -2.475

=====

8.
The following is a DFT calculation (the ωB97M-V functional and the def2-TZVPD basis) of a structure of composition C5H16N2O2.

The HOMO energy is -8.862 eV. The total charge is 0. Its HOMO-LUMO gap is 9.623 eV. The calculation puts the energy above the lowest of the compared OMol25 structures with the same formula, charge and spin at 147.6 kJ/mol. The calculation puts the LUMO energy at 0.761 eV.

Element x y z (Å)
O -1.196 -1.940 1.419
N 0.376 -0.343 2.508
H -1.294 -1.005 -2.167
H 1.593 -1.020 -1.781
H -0.192 -0.170 -3.270
H 1.836 -0.320 -0.180
C 0.047 0.365 -1.179
H 1.510 1.576 -2.246
O 1.411 2.207 -0.336
H -1.504 1.244 -0.165
C -1.031 -1.635 2.607
H -0.500 -2.325 3.286
H 0.010 2.436 -1.835
H 0.558 0.195 3.346
H 0.094 0.237 1.705
N -0.766 0.571 0.027
C 0.751 1.705 -1.473
C 1.091 -0.711 -0.869
H 0.781 2.125 0.393
H -1.731 -0.964 3.135
H -1.211 -0.314 0.286
H -1.573 0.690 -2.588
H 1.138 -0.964 2.195
H 0.609 -1.584 -0.437
C -0.806 -0.056 -2.380